No. 1
This record from the OMol25 dataset describes a molecular structure, C24H43AlN2P3S2 in a non-equilibrium geometry. The level of theory is wB97M-V/def2-TZVPD.

Properties
Frontier orbital gap in Ha: 0.2704
Lowest unoccupied orbital energy in eV: -8.48
Energy above the lowest of the compared OMol25 structures with the same formula, charge and spin in kcal per mole: 0.0
HOMO in eV: -15.84

Geometry as ORCA input:
```
! RIJCOSX wB97M-V def2-TZVPD def2/J DEFGRID3
* xyz 3 1
Al -0.8913 -0.9147 -0.0150
P -1.2400 1.3693 0.7838
P -3.2308 -1.2989 -0.3072
P 4.4682 2.1555 -0.5416
H 0.0479 -1.6745 -4.5847
C 0.9849 -1.8792 -4.0577
C 1.1235 -2.8269 -3.1296
H 0.4259 -3.6630 -3.0397
C -1.3895 2.7908 -0.3722
C -2.6359 1.7760 1.9205
C 0.1539 1.9898 1.7962
C -3.6142 -2.7930 -1.3070
C -4.2951 -1.4393 1.1710
C -4.0861 0.0800 -1.1859
C 6.0430 1.7811 -1.3194
C 4.3517 1.6234 1.1770
C 4.0936 3.9139 -0.6257
H 1.8448 -1.2918 -4.3778
H 2.0258 -2.8174 -2.5036
H -1.8700 3.5949 0.2056
H -1.9926 2.5388 -1.2578
H -0.3853 3.1324 -0.6598
H -2.5720 2.8633 2.0655
H -2.5367 1.2996 2.9064
H -3.6193 1.5496 1.4852
H -0.2504 2.8819 2.2916
H 0.9964 2.2636 1.1503
H 0.4748 1.2617 2.5501
H -4.4976 -2.6228 -1.9523
H -3.7924 -3.6511 -0.6359
H -2.7510 -3.0474 -1.9440
H -5.3441 -1.1794 0.9513
H -3.9447 -0.7579 1.9540
H -4.2510 -2.4576 1.5777
H -4.9583 -0.3050 -1.7448
H -3.3923 0.5377 -1.9043
H -4.4061 0.8668 -0.4835
H 6.7230 2.6267 -1.1667
H 5.9221 1.6190 -2.3979
H 6.5135 0.8909 -0.8879
H 5.2988 1.8363 1.6785
H 4.1566 0.5481 1.2140
H 3.5388 2.1527 1.6862
H 4.9828 4.4719 -0.9430
H 3.7427 4.2828 0.3471
H 3.2965 4.0453 -1.3704
C 0.5305 0.2818 -1.9998
C 0.6268 1.3035 -2.9598
C -0.3968 1.5074 -3.8846
C -1.4356 0.5539 -4.0166
C -1.5686 -0.4709 -3.0765
C -0.5927 -0.6630 -2.0271
S 1.7036 0.1120 -0.7735
H 3.3001 1.5618 -1.1552
H 1.5610 1.8655 -2.9821
H -0.3230 2.3823 -4.5395
H -2.1079 0.6032 -4.8864
H -2.3896 -1.2088 -3.1650
H -0.3299 -1.7386 -1.8407
N 0.0021 -3.3799 -0.0716
C 0.0538 -3.0287 1.3058
N -0.3137 -1.8061 1.6838
C -0.1597 -1.6118 3.0910
C -0.4190 -0.4676 3.8557
C 0.0208 -0.4165 5.1870
C 0.5284 -1.5693 5.7954
C 0.6109 -2.7711 5.0671
C 0.3309 -2.7626 3.7001
S 0.4010 -4.1310 2.5646
H -0.5462 -4.2393 -0.1925
H 0.9294 -3.6456 -0.4199
H -0.9799 0.3531 3.4107
H -0.0544 0.5101 5.7621
H 0.8566 -1.5404 6.8396
H 0.8983 -3.7071 5.5312
*
```

The molecule's Löwdin atomic charges, reported in e, are given here: Al 0.12; P 0.83; P 0.83; P 0.87; H 0.07; C -0.04; C -0.09; H 0.07; C -0.20; C -0.22; C -0.25; C -0.21; C -0.22; C -0.21; C -0.19; C -0.21; C -0.20; H 0.08; H 0.06; H 0.07; H 0.05; H 0.06; H 0.07; H 0.05; H 0.04; H 0.07; H 0.02; H 0.03; H 0.08; H 0.07; H 0.04; H 0.08; H 0.03; H 0.06; H 0.08; H 0.02; H 0.06; H 0.07; H 0.07; H 0.07; H 0.08; H 0.05; H 0.05; H 0.07; H 0.07; H 0.06; C -0.72; C -0.10; C 0.00; C -0.05; C -0.10; C -0.35; S 0.70; H -0.08; H 0.11; H 0.14; H 0.14; H 0.12; H 0.07; N 0.10; C -0.65; N 0.04; C -0.24; C -0.03; C -0.02; C -0.02; C -0.04; C -0.41; S 1.22; H 0.13; H 0.12; H 0.06; H 0.13; H 0.13; H 0.13



No. 2
This record from the OMol25 dataset describes a molecular structure, C20H17CaN3O4PS2Se2. The level of theory is wB97M-V/def2-TZVPD.

Properties
Frontier orbital gap in Ha: 0.2712
Lowest unoccupied orbital energy in eV: 1.93
Energy above the lowest of the compared OMol25 structures with the same formula, charge and spin in kcal per mole: 12.5
HOMO in eV: -5.45

Geometry as ORCA input:
```
! RIJCOSX wB97M-V def2-TZVPD def2/J DEFGRID3
* xyz -1 1
Ca 2.4212 0.4066 -0.6670
N 3.1345 -2.0201 -0.8542
N 4.4940 -2.0312 -1.2492
C 5.0676 -0.8234 -1.7414
O 6.0738 -0.9367 -2.4270
O 4.4717 0.2481 -1.3714
H 3.0006 -2.6193 -0.0460
H 2.5330 -2.4218 -1.5718
H 4.7864 -2.8337 -1.7864
Se 0.6546 -3.9687 0.4375
P -0.7784 -2.4173 0.7815
Se -0.2973 -0.3888 0.2299
C -1.2997 -2.4099 2.5410
C -1.1338 -3.5428 3.3288
C -1.5895 -3.5551 4.6402
C -2.2138 -2.4374 5.1724
C -2.3778 -1.3018 4.3900
C -1.9211 -1.2866 3.0816
C -2.3706 -2.8340 -0.0306
C -3.3100 -1.8403 -0.2946
C -4.5392 -2.1685 -0.8444
C -4.8405 -3.4916 -1.1393
C -3.9061 -4.4834 -0.8835
C -2.6753 -4.1567 -0.3310
H -0.6326 -4.4047 2.9062
H -1.4487 -4.4405 5.2478
H -2.5648 -2.4463 6.1970
H -2.8529 -0.4198 4.8009
H -2.0234 -0.3913 2.4813
H -3.0656 -0.8056 -0.0896
H -5.2586 -1.3859 -1.0514
H -5.7991 -3.7460 -1.5748
H -4.1310 -5.5159 -1.1207
H -1.9315 -4.9201 -0.1397
O 3.4927 4.2081 0.7555
S 2.1247 4.1042 0.3326
O 1.0999 4.2263 1.3293
N 1.9109 2.7307 -0.5546
C 1.6352 2.9748 -1.8335
S 1.4103 1.7978 -2.9981
C 1.5428 4.4394 -2.1322
C 1.2509 5.0558 -3.3377
C 1.2306 6.4422 -3.3746
C 1.4979 7.1963 -2.2323
C 1.7908 6.5781 -1.0241
C 1.8052 5.1974 -1.0133
H 1.0505 4.4594 -4.2178
H 1.0064 6.9520 -4.3028
H 1.4768 8.2771 -2.2882
H 1.9982 7.1510 -0.1306
*
```

The molecule's Löwdin atomic charges, reported in e, are given here: Ca 1.10; N -0.09; N -0.04; C -0.76; O 0.00; O -0.25; H 0.00; H 0.07; H 0.12; Se 0.23; P 0.08; Se 0.24; C -0.39; C -0.12; C -0.09; C -0.10; C -0.09; C -0.12; C -0.39; C -0.12; C -0.09; C -0.10; C -0.09; C -0.12; H 0.05; H 0.10; H 0.10; H 0.10; H 0.06; H 0.06; H 0.10; H 0.10; H 0.10; H 0.05; O -0.29; S 0.63; O -0.29; N -0.26; C -0.85; S 0.63; C -0.22; C -0.03; C -0.07; C -0.07; C -0.03; C -0.22; H 0.10; H 0.10; H 0.10; H 0.12



No. 3
This record from the OMol25 dataset describes a single C8H10N2O5 molecule in a non-equilibrium geometry. The level of theory is wB97M-V/def2-TZVPD.

Properties
Frontier orbital gap in Ha: 0.2973
Lowest unoccupied orbital energy in eV: -0.61
Energy above the lowest of the compared OMol25 structures with the same formula, charge and spin in kcal per mole: 0.0
HOMO in eV: -8.70
Structure (SMILES): N[C@H]1CNC(C(=O)O)=C(CC(=O)O)C1=O

Geometry as ORCA input:
```
! RIJCOSX wB97M-V def2-TZVPD def2/J DEFGRID3
* xyz 0 1
N 0.8794 -3.1061 -1.5700
C -0.0561 -1.9524 -1.3123
C -0.8057 -2.1903 0.0165
N -1.6956 -1.0631 0.2478
C -1.1537 0.1868 0.4392
C -1.8251 1.0802 1.4647
O -2.8865 0.6530 1.9468
O -1.2848 2.2710 1.8267
C -0.0292 0.4850 -0.3433
C 0.5782 1.8851 -0.4063
C 1.7773 2.1067 0.5532
O 2.3705 1.1262 0.9809
O 2.1258 3.3956 0.8440
C 0.5657 -0.5557 -1.2196
O 1.5437 -0.2929 -1.9110
H 1.5889 -3.2071 -0.8021
H 1.3117 -2.9925 -2.4624
H -0.7674 -1.9145 -2.1173
H -1.3517 -3.1183 -0.0540
H -0.2037 -2.2503 0.8738
H -2.5523 -1.2897 0.7480
H -1.8628 2.6512 2.4920
H -0.1425 2.6897 -0.2107
H 0.9291 2.0281 -1.4179
H 2.9469 3.3744 1.3930
*
```

The molecule's Löwdin atomic charges, reported in e, are given here: N 0.05; C -0.27; C -0.13; N 0.03; C -0.10; C -0.37; O 0.08; O 0.13; C -0.06; C -0.04; C -0.46; O 0.09; O 0.09; C -0.30; O 0.08; H 0.10; H 0.05; H 0.15; H 0.12; H 0.12; H 0.14; H 0.13; H 0.11; H 0.12; H 0.14



> Number 2 is which compound?

C20H17CaN3O4PS2Se2